1.
Formula: C9H13O3
Source: the Open Molecules 2025 dataset
Level of theory: wB97M-V/def2-TZVPD

Values from the calculation:
Highest occupied orbital energy ... -0.4702 hartree
Net charge ... +1
Orbital gap ... 9.0 eV
Spin multiplicity ... 1

```
25
Properties=species:S:1:pos:R:3:mulliken_charge:R:1
C -1.49059 2.20520 -2.26161 -0.517
C -0.09784 2.05540 -2.11074 -0.720
C -2.37308 1.44365 -1.51324 -0.490
C 0.38820 1.06865 -1.32259 -0.382
C -1.86350 0.44259 -0.71200 -0.008
C -0.51514 0.27442 -0.59987 0.288
C 0.70772 -1.86368 -0.61443 -2.035
C 1.20897 -1.29534 2.35911 -0.114
C -0.18045 -0.91514 0.21833 0.338
O 1.92872 -0.45266 3.09692 -0.524
O 0.12154 0.64787 2.01134 -0.396
O 0.76721 -0.42907 1.24925 0.278
H -1.99387 2.85379 -2.85713 0.508
H 0.72462 2.53572 -2.68869 0.310
H -3.52130 1.55914 -1.67584 0.294
H 1.38091 0.95869 -1.30352 0.568
H -2.51910 -0.31552 -0.12420 0.208
H 1.68694 -1.51892 -0.66474 0.532
H 0.83288 -2.76545 -0.23806 0.652
H 0.23572 -1.91300 -1.51974 0.448
H 0.36189 -1.62851 3.13130 0.276
H 1.75479 -2.06945 1.68154 0.325
H -0.97916 -1.60402 0.70985 0.448
H 2.83292 -0.27328 2.99425 0.337
H 0.60101 0.99891 2.75451 0.375
```


2.
Formula: C17H33NO6
Source: the Open Molecules 2025 dataset
Level of theory: wB97M-V/def2-TZVPD

Values from the calculation:
Highest occupied orbital energy ... -0.3513 hartree
Net charge ... 0
SMILES ... CCCCCCCCCO[C@H]1O[C@H](CO)[C@H](O)[C@@H](O)[C@H]1NC(C)=O
Orbital gap ... 10.2 eV
Spin multiplicity ... 1

```
57
Properties=species:S:1:pos:R:3:mulliken_charge:R:1
C -8.16124 -1.00585 -0.16656 -1.354
C -6.64176 -1.01601 -0.28359 -0.184
C -5.97649 -0.55167 1.01038 -0.728
C -4.45090 -0.64728 0.98196 -0.662
C -3.79990 0.32569 0.00097 -0.645
C -2.27615 0.30094 0.10524 -0.502
C -1.62742 1.26143 -0.88984 -0.994
C -0.11374 1.38012 -0.71832 -0.078
C 0.63349 0.11967 -1.15197 -0.845
O 2.04119 0.26378 -0.98858 -0.292
C 2.52317 -0.05915 0.29141 -0.328
O 2.68571 -1.44346 0.44269 -0.426
C 3.65653 -2.00416 -0.43592 0.125
C 3.66586 -3.51063 -0.14518 -0.772
O 3.93323 -3.77796 1.20922 -0.603
C 5.03805 -1.35733 -0.23131 -0.131
O 5.56628 -1.57190 1.04908 -0.606
C 4.93365 0.17087 -0.42163 -0.391
O 4.69458 0.54769 -1.75053 -0.674
C 3.84783 0.70327 0.52213 -0.571
N 3.67212 2.11614 0.28599 -0.057
C 2.79024 2.87490 0.97642 0.819
C 2.70042 4.30017 0.47465 -1.417
O 2.15193 2.45029 1.91680 -0.638
H -8.51886 -0.00318 0.05801 0.336
H -8.62041 -1.33340 -1.09656 0.375
H -8.48809 -1.67074 0.63021 0.338
H -6.30313 -2.02773 -0.51918 0.281
H -6.34403 -0.36407 -1.10639 0.244
H -6.34857 -1.16772 1.83297 0.363
H -6.26874 0.48100 1.21516 0.318
H -4.07038 -0.43695 1.98461 0.386
H -4.15833 -1.66868 0.72673 0.313
H -4.08950 0.07114 -1.02003 0.295
H -4.15830 1.33695 0.20699 0.307
H -1.92609 -0.71703 -0.07558 0.270
H -1.97885 0.58079 1.11826 0.338
H -2.06545 2.25228 -0.75109 0.384
H -1.85382 0.94020 -1.90958 0.331
H 0.25598 2.21196 -1.32249 0.259
H 0.12081 1.60113 0.32499 0.203
H 0.48264 -0.06122 -2.22027 0.338
H 0.29384 -0.75734 -0.59266 0.393
H 1.80569 0.22560 1.07006 0.537
H 3.35021 -1.84545 -1.48060 0.271
H 4.45186 -3.99908 -0.72497 0.353
H 2.69410 -3.93253 -0.43261 0.370
H 3.28644 -3.28066 1.72833 0.340
H 5.71587 -1.75912 -1.00461 0.397
H 5.34004 -2.47737 1.32344 0.573
H 5.90203 0.60463 -0.14846 0.587
H 3.75500 0.39903 -1.93910 0.480
H 4.14882 0.52997 1.56112 0.554
H 4.06947 2.46015 -0.57636 0.324
H 3.68257 4.76582 0.49614 0.395
H 2.33034 4.31071 -0.54818 0.332
H 2.02014 4.86138 1.10816 0.366
```


3.
Formula: C19H21IN2O3SZr
Source: the Open Molecules 2025 dataset
Level of theory: wB97M-V/def2-TZVPD

Values from the calculation:
Highest occupied orbital energy ... -0.5392 hartree
Net charge ... +2
Orbital gap ... 6.4 eV
Spin multiplicity ... 1

```
48
Properties=species:S:1:pos:R:3:mulliken_charge:R:1
C 1.93450 -2.71571 4.08958 -0.445
C 1.44969 -4.04284 3.51126 -0.875
H 3.02685 -2.67362 4.10286 0.311
H 1.59035 -2.59894 5.12171 0.301
H 1.57834 -1.85801 3.51231 -0.134
H 1.65016 -4.11502 2.44054 0.229
H 1.95588 -4.87993 4.00031 0.330
H 0.37607 -4.17335 3.66835 0.274
C 3.14980 2.18648 -1.11047 0.073
C 3.99913 2.99296 -1.85251 -0.811
C 4.11295 2.76364 -3.22515 -0.478
C 3.41426 1.71259 -3.80547 -0.581
H 3.03357 2.26999 -0.02593 0.248
H 4.55304 3.78289 -1.35027 0.421
H 4.74623 3.39259 -3.85033 0.467
H 3.49379 1.48506 -4.86362 0.372
N 2.42287 1.20018 -1.69403 -0.083
C 2.57369 0.90906 -3.02534 0.668
C 1.82579 -0.24782 -3.52202 0.781
N 1.08726 -0.95631 -2.60379 -0.296
C 0.35368 -2.02950 -3.03215 -0.096
C 1.09621 -1.70628 -5.31040 -0.453
C 0.34912 -2.42316 -4.37121 -0.777
H -0.21788 -2.55480 -2.26503 0.547
H -0.23700 -3.28794 -4.68151 0.409
C 1.84560 -0.62332 -4.87289 -0.627
H 2.45595 -0.03475 -5.54757 0.353
H 1.11295 -1.97123 -6.36929 0.474
Zr 0.94946 0.01094 -0.53191 1.504
I 2.04908 0.58312 1.87672 -0.095
C -5.14698 2.51682 3.92145 -1.415
C -4.25805 1.75661 2.98924 0.853
C -4.71147 1.49720 1.69955 -0.708
C -3.91524 0.80873 0.79219 -0.721
C -2.63835 0.37656 1.16771 0.453
C -2.16121 0.63164 2.46443 -0.094
C -2.98824 1.31522 3.36490 -0.889
S -1.75291 -0.37332 -0.16950 1.667
O -0.58424 -1.21250 0.36709 -0.454
O -2.63475 -1.01280 -1.09734 -0.546
O -0.95578 0.84459 -0.73523 -0.647
H -5.40107 3.50588 3.52651 0.348
H -6.10066 2.00243 4.07484 0.353
H -4.68550 2.66258 4.89645 0.370
H -5.69729 1.83910 1.39237 0.415
H -4.28899 0.60927 -0.21159 0.398
H -1.15799 0.31174 2.75956 0.261
H -2.65263 1.52327 4.38460 0.342
```


4.
Formula: C26H11BCl77F3
Source: the Open Molecules 2025 dataset
Level of theory: wB97M-V/def2-TZVPD

Values from the calculation:
Highest occupied orbital energy ... -0.3477 hartree
Net charge ... 0
Orbital gap ... 9.4 eV
Spin multiplicity ... 1

```
118
Properties=species:S:1:pos:R:3:mulliken_charge:R:1
C -3.21326 -1.89371 -5.34077 -0.952
C -1.84520 -2.59066 -5.17975 0.162
C -0.65870 -1.59956 -5.12419 0.828
Cl 0.81735 -2.52076 -4.59681 -0.223
B -0.94773 -0.39142 -4.14715 -0.062
C -0.62159 -0.37032 -2.61515 -0.012
C -1.85103 -0.58767 -1.69887 -0.184
C -2.27572 -2.02672 -1.66429 0.310
F -3.61024 -2.25267 -1.64393 -0.306
C -1.49645 -3.09768 -1.66288 0.126
F -0.24884 -3.10036 -1.31709 -0.200
F -1.89208 -4.30621 -2.02363 -0.220
H -3.85375 -2.47815 -6.02047 0.422
H -3.75213 -1.86370 -4.38417 -0.056
H -3.13467 -0.88802 -5.77328 0.304
H -1.80986 -3.16097 -4.24328 -0.469
H -1.65511 -3.30514 -5.99355 0.466
H -0.40627 -1.24128 -6.13444 -0.285
H -1.44920 0.58312 -4.63015 -0.085
H 0.19214 -1.05767 -2.35292 -0.162
H -0.24329 0.64318 -2.38425 0.113
H -2.72048 -0.01619 -2.06708 0.164
H -1.61133 -0.24329 -0.67849 0.444
C 2.27757 -1.48957 -8.21010 0.264
Cl 0.78458 -0.62161 -8.60099 -0.132
Cl 3.40358 -1.33164 -9.56291 -0.112
Cl 3.00205 -0.79559 -6.75707 -0.021
Cl 1.91696 -3.19455 -7.93656 -0.048
C 3.30622 0.63970 -1.36279 0.163
Cl 3.54767 0.73328 -3.11194 -0.064
Cl 2.45066 2.09377 -0.81889 -0.062
Cl 2.33743 -0.78026 -0.98024 -0.019
Cl 4.86866 0.53841 -0.54931 -0.092
C -7.23075 -0.54222 -3.76099 0.268
Cl -6.49763 0.35337 -5.10208 -0.113
Cl -6.00306 -1.51805 -2.96288 0.047
Cl -7.91216 0.59493 -2.59685 -0.077
Cl -8.51410 -1.58645 -4.38590 -0.115
C 3.27573 6.68076 -1.32729 0.269
Cl 3.38593 8.42974 -1.53507 -0.080
Cl 1.96315 6.31023 -0.20373 0.017
Cl 2.96189 5.91111 -2.88591 -0.091
Cl 4.79599 6.07163 -0.66207 -0.101
C -8.33693 -2.13403 0.58577 0.298
Cl -8.96958 -2.59082 2.17233 -0.110
Cl -9.55286 -1.20068 -0.29106 -0.082
Cl -6.88190 -1.15280 0.79155 -0.057
Cl -7.94145 -3.58998 -0.33164 -0.071
C -2.60937 -6.92285 -6.08343 0.188
Cl -1.48847 -6.58992 -7.40689 -0.074
Cl -2.08058 -6.06821 -4.63129 0.009
Cl -4.22183 -6.34491 -6.52710 -0.099
Cl -2.64574 -8.66378 -5.76856 -0.043
C 0.74716 4.45177 3.75762 0.204
Cl 0.65790 5.67909 5.02232 -0.062
Cl 2.40386 3.86395 3.60955 -0.014
Cl -0.31270 3.09015 4.15254 -0.075
Cl 0.23370 5.17427 2.22951 -0.097
C 4.29621 6.46594 6.85749 0.197
Cl 2.93233 7.35901 7.54060 -0.105
Cl 4.19072 4.76639 7.32274 -0.013
Cl 4.26835 6.60310 5.09664 -0.011
Cl 5.80983 7.13649 7.47452 -0.027
C 7.69418 1.85755 8.30278 0.268
Cl 6.95196 3.45473 8.22078 0.029
Cl 6.69880 0.69422 7.41717 -0.088
Cl 9.31541 1.90784 7.60069 -0.107
Cl 7.78083 1.38188 9.99895 -0.092
C -7.63890 -8.69238 -5.78653 0.198
Cl -7.91326 -7.23894 -4.81614 -0.061
Cl -5.93236 -9.12425 -5.71929 0.050
Cl -8.61928 -10.01977 -5.15253 -0.106
Cl -8.10125 -8.36943 -7.46234 -0.085
C -4.87179 -10.67277 -9.53660 0.268
Cl -3.36006 -11.58965 -9.51064 -0.102
Cl -5.43639 -10.50987 -11.20396 -0.103
Cl -6.09116 -11.52828 -8.58805 -0.077
Cl -4.59063 -9.07097 -8.85151 0.023
C 1.47311 -0.73920 3.47486 0.115
Cl 1.64565 0.33549 2.08765 0.165
Cl 2.23552 -2.29135 3.10025 -0.127
Cl 2.25267 -0.02206 4.89067 -0.056
Cl -0.23631 -0.99656 3.83105 -0.049
C -1.09676 -2.50092 7.37190 0.267
Cl -1.59185 -2.90668 9.01900 -0.113
Cl -0.92509 -0.75196 7.22357 0.015
Cl 0.45222 -3.27138 7.01201 -0.078
Cl -2.31896 -3.07750 6.23115 -0.091
C 4.45788 10.59971 2.14621 0.258
Cl 2.82167 10.86251 1.53187 -0.101
Cl 4.41524 9.40139 3.44271 0.008
Cl 5.49104 10.01393 0.83830 -0.087
Cl 5.10512 12.12049 2.77212 -0.099
C 8.66056 9.24536 5.54849 0.309
Cl 7.97171 10.86854 5.45213 -0.086
Cl 7.62576 8.11929 4.67088 -0.027
Cl 10.27581 9.24323 4.83403 -0.100
Cl 8.77650 8.75572 7.24721 -0.108
C 5.30061 4.42020 12.13158 0.253
Cl 5.07784 5.60535 13.42382 -0.099
Cl 6.98730 3.89669 12.09061 -0.083
Cl 4.26029 3.02206 12.42164 -0.101
Cl 4.87427 5.15547 10.58073 0.024
C -3.74115 3.66390 -2.23879 0.207
Cl -4.10812 3.54733 -0.51456 -0.104
Cl -3.91461 5.33948 -2.76936 -0.105
Cl -2.08180 3.12724 -2.52422 -0.045
Cl -4.85054 2.63510 -3.14885 0.018
C 1.45233 -9.81489 -4.66048 0.286
Cl 2.88062 -9.65932 -3.63311 -0.106
Cl 0.44142 -11.13974 -4.06812 -0.105
Cl 0.52582 -8.31524 -4.62576 0.027
Cl 1.95389 -10.15797 -6.32037 -0.106
C 0.24635 3.02679 9.13422 0.113
Cl -1.13875 3.88809 9.81878 -0.097
Cl 0.16764 1.32213 9.57177 -0.093
Cl 0.20913 3.15016 7.37329 0.086
Cl 1.74825 3.73588 9.73532 0.016
```


5.
Formula: CH3BrCl2OSi
Source: the Open Molecules 2025 dataset
Level of theory: wB97M-V/def2-TZVPD

Values from the calculation:
Highest occupied orbital energy (alpha / beta) ... -0.2004 / -0.3982 hartree
<S²> ... 2.01
Net charge ... 0
Orbital gap (alpha / beta) ... 5.9 / 8.2 eV
Spin multiplicity ... 3

```
9
Properties=species:S:1:pos:R:3:mulliken_charge:R:1
C -1.44635 -0.28697 0.12308 -0.611
O -0.47923 0.34463 0.90338 -0.187
Si 1.54991 0.36033 -0.17111 0.517
Cl 1.20930 0.96569 -2.07136 -0.222
Cl 2.35807 1.58062 1.15664 -0.177
Br 2.14084 -1.71248 0.08818 -0.226
H -2.38567 0.13231 0.46162 0.281
H -1.60793 -1.24921 0.44793 0.331
H -1.33895 -0.13493 -0.93836 0.293
```


6.
Formula: C19H18N2O4S2
Source: the Open Molecules 2025 dataset
Level of theory: wB97M-V/def2-TZVPD

Values from the calculation:
Highest occupied orbital energy ... -0.2971 hartree
Net charge ... 0
Orbital gap ... 8.5 eV
Spin multiplicity ... 1

```
45
Properties=species:S:1:pos:R:3:mulliken_charge:R:1
C -2.27132 1.42783 -3.63298 -0.434
C -1.22992 0.50205 -3.68281 -0.527
C -1.08135 -0.44008 -2.66915 -0.243
C -2.01133 -0.47855 -1.63282 0.025
S -1.78841 -1.68742 -0.30681 1.439
C -0.71307 -1.03842 0.98989 -0.037
C 0.25238 -1.91614 1.54194 -1.344
S -0.09959 0.61596 0.98941 1.612
C -1.29077 1.91627 1.34979 0.045
C -1.50505 2.90276 0.38721 -0.152
C -2.00770 4.13941 0.79818 -0.661
C -2.28261 4.37680 2.14551 -0.447
C -2.18754 3.33507 3.07203 -0.566
C -1.71133 2.09027 2.67382 -0.520
O 0.87441 0.71494 2.05942 -0.646
O 0.35665 0.89256 -0.36457 -0.659
O -3.10367 -1.94196 0.23592 -0.734
O -1.02854 -2.77426 -0.91337 -0.696
C -3.13572 0.34550 -1.65213 -0.347
C -3.23840 1.32454 -2.63674 -0.558
H -2.32480 2.22460 -4.37671 0.383
H -0.50991 0.51335 -4.49725 0.372
H -0.25814 -1.15020 -2.67096 0.411
H 0.67439 -1.60638 2.49935 0.393
H -0.08379 -2.96856 1.50685 0.719
H -1.27156 2.68178 -0.65454 0.415
H -2.19791 4.90879 0.04427 0.364
H -2.60783 5.36501 2.46397 0.378
H -2.48463 3.47266 4.11277 0.363
H -1.64666 1.25929 3.37385 0.408
H -3.90013 0.22170 -0.88402 0.413
H -4.08510 2.01059 -2.62289 0.403
N 1.90689 -1.73188 0.62265 0.082
C 2.84202 -0.85362 0.14750 -0.388
C 4.15276 -1.25678 -0.08714 -0.756
C 4.51151 -2.60327 0.14460 1.193
N 5.80770 -3.02489 0.20346 -0.488
C 3.49159 -3.52061 0.43369 -0.802
C 2.21414 -3.04244 0.57234 -0.215
H 2.50847 0.15486 -0.04734 0.423
H 4.88423 -0.52357 -0.38369 0.339
H 5.97669 -4.03178 0.25184 0.217
H 6.54219 -2.46436 -0.22767 0.227
H 3.64776 -4.58245 0.59156 0.283
H 1.41298 -3.75896 0.73176 0.315
```


What calculated total energy values result from the calculations? In sequence: -15672.9752 -31940.3622 -49371.1631 -1000189.2155 -106097.1038 -52832.0373 eV.